Formula: C11H6Cl5N4O4RuS
Source: the OMol25 dataset
Level of theory: ωB97M-V/def2-TZVPD

Its total charge is +1. Its largest force on an atom is 0.1 eV/A. Its multiplicity is 1. The value obtained for the electronic energy is -3736.6369 hartree. As for the molecular weight: 568.6 g/mol.

Cartesian coordinates (Å):
Ru (-0.004, 1.378, -0.045)
O (-0.698, 5.171, 2.216)
C (-0.760, 4.064, 1.923)
O (-0.825, 2.933, 1.631)
C (-2.420, 2.743, -1.940)
O (-3.110, 3.514, -2.435)
O (-1.725, 1.945, -1.445)
C (-2.024, -2.545, 2.661)
C (-0.697, -1.890, 2.676)
N (0.332, -2.248, 3.368)
N (1.317, -1.357, 3.031)
C (0.925, -0.453, 2.136)
S (1.734, 0.822, 1.381)
N (-0.372, -0.775, 1.918)
N (-1.156, -0.068, 0.991)
H (-1.997, -3.397, 3.335)
H (-2.272, -2.898, 1.659)
H (-2.807, -1.861, 2.995)
H (2.235, -1.447, 3.436)
H (-1.481, -0.735, 0.287)
H (-1.954, 0.330, 1.485)
Cl (1.497, 2.680, -1.533)
C (1.540, 1.054, -2.235)
C (0.735, 0.216, -1.491)
C (0.692, -1.095, -1.930)
Cl (-0.288, -2.263, -1.076)
C (1.416, -1.520, -3.050)
Cl (1.332, -3.154, -3.562)
C (2.212, -0.616, -3.758)
Cl (3.103, -1.124, -5.130)
C (2.283, 0.717, -3.343)
Cl (3.235, 1.882, -4.156)

natural (NBO) population analysis, charges in e, atoms 1 to 4: atom 1 (Ru): 0.309, atom 2 (O): -0.432, atom 3 (C): 1.068, atom 4 (O): -0.581